Density functional theory data (the ωB97M-V functional and the def2-TZVPD basis) for a cluster of 3 separate species, C8H19O11PS2Si in total.

The value obtained for the HOMO-LUMO gap is 6.9 eV. For the LUMO energy, the calculation gives 0.16 eV. The SMILES is C=CC[SiH2]CP(=O)(O)O.O=S1(=O)OCCO1.O=S1(=O)OCCO1. The highest occupied orbital energy comes out at -0.2486 Ha. Its total energy is -69960.4379 eV. Its multiplicity is 1. Its net charge is 0.

Each line ends with the natural charge from an NBO analysis.
Atoms and positions in Å:
C -0.020 2.185 0.624  -0.528
C -0.543 0.918 0.389  -0.072
C 0.295 -0.043 -0.373  -0.874
Si 1.859 -0.386 0.686  1.120
C 3.505 0.128 -0.129  -1.308
P 3.594 1.817 -0.749  2.361
O 3.295 2.820 0.249  -1.087
O 5.128 2.041 -1.208  -0.967
O 2.715 2.008 -2.080  -0.977
H 0.740 2.281 1.390  0.230
H -0.367 3.049 0.067  0.197
H -1.491 0.552 0.770  0.214
H -0.267 -0.954 -0.562  0.253
H 0.623 0.387 -1.313  0.219
H 1.670 0.187 2.030  -0.143
H 1.914 -1.855 0.868  -0.174
H 4.297 0.048 0.616  0.291
H 3.745 -0.622 -0.889  0.253
H 5.428 1.282 -1.736  0.485
H 2.321 1.179 -2.392  0.499
O 0.864 -2.319 3.897  -0.892
S -0.225 -2.854 3.166  2.545
O -1.207 -2.031 2.563  -0.894
O -0.951 -3.955 4.082  -0.682
C -0.962 -5.222 3.414  -0.099
C 0.271 -5.204 2.536  -0.102
O 0.346 -3.859 2.050  -0.685
H -1.875 -5.288 2.818  0.194
H -0.944 -6.030 4.140  0.213
H 0.205 -5.903 1.707  0.214
H 1.175 -5.410 3.115  0.194
O -3.196 0.849 -1.161  -0.898
S -3.810 1.503 -2.257  2.547
O -4.943 0.970 -2.918  -0.892
O -2.670 1.828 -3.342  -0.688
C -2.623 3.236 -3.601  -0.099
C -3.087 3.878 -2.311  -0.103
O -4.132 3.019 -1.840  -0.683
H -3.304 3.457 -4.425  0.192
H -1.614 3.535 -3.874  0.214
H -3.464 4.887 -2.458  0.215
H -2.292 3.892 -1.563  0.198